{
  "formula": "C29H60N2O5S",
  "method": "wB97M-V/def2-TZVPD",
  "species": ["C", "C", "C", "C", "O", "C", "C", "C", "S", "C", "C", "C", "C", "C", "O", "O", "C", "C", "C", "C", "C", "O", "O", "H", "H", "H", "H", "H", "H", "H", "H", "H", "H", "H", "H", "H", "H", "H", "H", "H", "H", "H", "H", "H", "H", "H", "H", "H", "H", "H", "H", "H", "H", "C", "C", "N", "C", "C", "C", "C", "H", "H", "H", "H", "H", "H", "H", "H", "H", "H", "H", "H", "H", "H", "H", "C", "C", "N", "C", "C", "C", "C", "H", "H", "H", "H", "H", "H", "H", "H", "H", "H", "H", "H", "H", "H", "H"],
  "positions_angstrom": [[1.73673, 7.46449, -1.29800], [0.54901, 7.51200, -1.41831], [-0.90808, 7.53537, -1.55575], [-1.46316, 6.24348, -2.17898], [-2.25958, 5.61201, -1.20130], [-2.74941, 4.34106, -1.57672], [-1.88470, 3.16107, -1.03624], [-0.81169, 3.68783, -0.07469], [-1.46572, 4.30700, 1.49105], [0.10415, 4.43945, 2.37170], [-0.13837, 4.94100, 3.80346], [-1.14261, 2.50034, -2.22037], [-1.99176, 1.60590, -3.14596], [-1.53677, 1.73894, -4.59059], [-3.36886, 1.94494, -3.11198], [-2.82832, 2.30336, -0.38196], [-2.39808, 1.25018, 0.46873], [-2.06448, -0.09184, -0.19236], [-0.57596, -0.38570, -0.44599], [-0.15640, -1.78034, 0.01122], [-0.78049, -2.89738, -0.78141], [-1.23364, -3.89958, -0.31104], [-0.76975, -2.67443, -2.13905], [2.79677, 7.37298, -1.26882], [-1.22089, 8.41347, -2.12170], [-1.35378, 7.62013, -0.56133], [-2.06620, 6.46193, -3.06843], [-0.63067, 5.60202, -2.48925], [-2.81660, 4.27972, -2.66404], [-3.75826, 4.24083, -1.17820], [-0.15694, 2.84819, 0.18410], [-0.18145, 4.42986, -0.56662], [0.60354, 3.46630, 2.37230], [0.75524, 5.12035, 1.81935], [0.11373, 4.17326, 4.53486], [-1.18462, 5.21100, 3.95145], [0.46425, 5.82510, 4.00819], [-0.73259, 3.31945, -2.82086], [-0.27270, 1.95328, -1.84876], [-1.82876, 0.55953, -2.86390], [-0.44897, 1.65642, -4.64314], [-1.83140, 2.71636, -4.97711], [-1.96944, 0.95609, -5.21248], [-3.76242, 1.57845, -2.31326], [-3.24502, 1.09226, 1.13828], [-1.56931, 1.55865, 1.11090], [-2.42757, -0.85663, 0.50345], [-2.65992, -0.22058, -1.10017], [-0.30389, -0.26007, -1.49415], [0.02460, 0.34231, 0.10940], [0.92868, -1.86982, -0.11813], [-0.37421, -1.95441, 1.06413], [-1.67419, -2.78765, -2.45684], [0.59737, -5.46281, -2.63757], [1.08651, -6.66751, -3.42593], [0.80876, -6.56803, -4.84987], [1.02434, -7.81049, -5.56869], [2.45243, -8.36454, -5.65055], [1.29358, -5.36315, -5.50145], [2.79785, -5.06483, -5.43598], [-0.46706, -5.29787, -2.80226], [0.74983, -5.63476, -1.57110], [1.13295, -4.55135, -2.90421], [0.57043, -7.56012, -3.06155], [2.15610, -6.82300, -3.20911], [0.63255, -7.68365, -6.58198], [0.38922, -8.56667, -5.09693], [3.07072, -7.80539, -6.35184], [2.42317, -9.39926, -5.99740], [2.94627, -8.35898, -4.67817], [0.75930, -4.51226, -5.07289], [0.97526, -5.40557, -6.54643], [3.19888, -5.23403, -4.43549], [2.97592, -4.01745, -5.68755], [3.37229, -5.66871, -6.13701], [-0.08707, 0.48666, 4.47528], [1.11659, 0.64916, 5.39045], [0.76128, 0.69829, 6.79725], [1.85496, 1.12318, 7.65303], [3.08946, 0.21916, 7.75670], [-0.03382, -0.41697, 7.28490], [0.54547, -1.83053, 7.13958], [-0.81943, 1.27598, 4.65296], [0.23632, 0.54953, 3.43374], [-0.58031, -0.47725, 4.60426], [1.61192, 1.59558, 5.15311], [1.84578, -0.14399, 5.15729], [1.44945, 1.29064, 8.65459], [2.17748, 2.10605, 7.29519], [2.90232, -0.66378, 8.36644], [3.90640, 0.77040, 8.22607], [3.43718, -0.10905, 6.77637], [-0.99923, -0.38899, 6.77505], [-0.26043, -0.22089, 8.33583], [0.99032, -1.98640, 6.15541], [-0.25075, -2.56756, 7.25878], [1.30336, -2.04811, 7.89061]],
  "forces_ev_per_a": [[0.527, -0.176, -0.139], [-0.543, 0.101, 0.013], [0.015, -0.085, 0.126], [0.056, 0.070, -0.028], [-0.112, 0.073, -0.007], [-0.045, -0.055, -0.082], [0.147, 0.409, -0.187], [0.053, -0.551, 0.291], [-0.088, 0.105, -0.001], [0.207, 0.037, -0.003], [0.044, -0.064, -0.122], [-0.071, 0.097, 0.074], [0.311, 0.035, -0.124], [0.120, -0.005, 0.142], [-0.148, -0.306, -0.286], [0.181, -0.199, -0.177], [-0.031, -0.104, 0.121], [0.046, -0.205, 0.104], [-0.033, 0.280, 0.098], [0.491, 0.023, -0.253], [-0.062, -0.134, 0.031], [-0.218, 0.090, 0.031], [-0.218, 0.724, 0.282], [-0.056, 0.096, 0.104], [0.073, -0.015, -0.030], [-0.015, 0.026, -0.049], [0.002, 0.002, 0.009], [-0.031, -0.017, -0.018], [-0.078, -0.027, 0.015], [0.043, 0.003, 0.106], [0.053, 0.030, -0.061], [-0.135, 0.082, -0.005], [-0.082, -0.013, 0.027], [-0.058, 0.038, 0.027], [-0.036, 0.037, 0.017], [0.020, 0.026, 0.043], [-0.018, -0.030, 0.056], [0.001, 0.010, 0.082], [-0.059, -0.157, -0.074], [-0.238, 0.031, 0.113], [-0.012, 0.005, -0.044], [0.005, -0.019, -0.028], [-0.079, 0.071, -0.014], [0.100, 0.205, 0.176], [-0.038, 0.089, -0.063], [0.021, 0.102, -0.035], [-0.030, 0.018, -0.023], [-0.022, 0.021, 0.028], [-0.050, -0.037, 0.007], [0.003, -0.056, 0.034], [-0.026, -0.076, 0.027], [-0.038, -0.014, -0.018], [0.102, -0.514, -0.216], [0.049, -0.155, -0.005], [0.050, 0.050, 0.019], [0.032, -0.007, 0.029], [-0.073, -0.099, -0.056], [-0.008, -0.016, -0.041], [-0.017, 0.113, -0.040], [-0.007, 0.021, -0.055], [0.034, 0.010, -0.016], [-0.029, 0.001, -0.009], [-0.012, 0.000, -0.006], [0.013, -0.019, -0.022], [-0.001, 0.002, -0.007], [0.013, 0.031, -0.001], [0.011, 0.020, 0.045], [0.009, 0.026, 0.036], [-0.001, 0.000, -0.004], [-0.006, 0.001, 0.004], [-0.009, -0.021, 0.045], [0.022, -0.046, -0.004], [-0.012, 0.013, 0.010], [-0.002, 0.000, -0.004], [0.007, -0.040, 0.048], [0.005, 0.067, -0.085], [-0.005, -0.049, -0.022], [0.023, -0.012, -0.026], [0.036, 0.113, 0.069], [0.006, 0.012, 0.043], [-0.101, -0.059, 0.023], [-0.025, -0.008, 0.052], [-0.016, -0.018, 0.020], [-0.009, 0.008, 0.000], [0.010, -0.009, 0.008], [0.027, -0.007, 0.019], [-0.006, -0.001, 0.005], [-0.019, -0.028, -0.003], [-0.009, -0.015, -0.047], [-0.013, -0.018, -0.039], [-0.001, 0.000, 0.004], [-0.004, 0.006, -0.004], [0.017, 0.026, -0.038], [0.049, 0.006, 0.009], [-0.017, 0.004, -0.011], [-0.001, 0.000, 0.003], [0.040, 0.019, -0.043]],
  "smiles": "C#CCCOC[C@](CSCC)(C[C@H](C)O)OCCCCC(=O)O.CCN(CC)CC.CCN(CC)CC",
  "charge": 0,
  "multiplicity": 1,
  "homo_ha": -0.2951,
  "gap_ev": 8.5,
  "de_lowest_kcal_mol": 0.00,
  "max_force_ev_per_a": 0.81,
  "e_lumo_ev": 0.427
}